72
Properties=species:S:1:pos:R:3:forces:R:3:lowdin_charge:R:1 method="wB97M-V/def2-TZVPD" de_lowest_kj_mol=0.0 multiplicity=2 s_squared=0.768 lumo_ev="0.5 / 0.5" charge=-1 orbital_gap_ev="1.75 / 5.41"
C -5.180 -2.567 3.891 -0.6 -0.4 1.4 -0.1246
H 4.148 0.000 -4.664 0.1 0.0 0.3 0.0865
H 2.936 -0.359 -2.241 -0.2 0.2 0.1 0.1031
C -5.462 3.756 -4.222 -0.9 1.7 -0.4 -0.0724
C -5.141 2.655 -3.484 0.8 -0.2 3.6 -0.1757
N 2.227 -3.442 3.724 0.8 0.7 0.0 -0.0221
C -4.298 -3.161 3.056 0.2 0.5 0.3 -0.1085
C -0.045 -0.218 1.521 0.0 0.5 -1.0 -0.0619
C -2.404 -0.354 1.201 0.3 0.3 0.0 -0.0660
H 3.174 -3.091 3.718 -0.1 -0.3 -0.2 0.1292
H -0.510 -5.013 2.705 0.3 -0.2 0.0 0.0657
H 4.129 2.600 -5.092 0.1 0.3 0.2 0.0831
C 3.829 0.747 -3.952 -1.2 1.0 1.0 -0.1012
C 5.439 0.565 1.250 0.4 -1.0 1.4 -0.1416
H 1.085 0.792 -0.017 0.1 -0.4 -0.3 0.0698
C 6.732 0.140 1.581 1.8 0.6 -1.3 0.0061
C 3.139 0.564 -2.764 0.1 0.1 0.2 -0.1313
C 0.123 0.365 0.225 -1.2 1.3 1.5 -0.0014
C 7.547 1.638 -0.184 0.6 -1.6 0.1 -0.0673
N -5.119 2.801 -2.054 -0.6 0.8 -3.2 -0.4528
H -2.614 -4.550 3.547 -0.3 -0.3 0.0 0.0726
H 8.799 0.228 0.850 0.1 0.1 0.5 0.0980
H -5.970 -1.865 3.665 0.1 0.0 0.2 0.1079
H -3.354 -0.774 1.497 -0.2 0.3 -0.1 0.0907
O -1.872 1.524 -2.594 2.1 0.5 1.3 0.1106
H -4.292 -2.933 2.000 0.5 -0.2 0.1 0.0944
C -4.550 1.535 -4.079 -0.2 -0.5 1.4 -0.0706
H 0.814 -0.339 2.164 0.2 -0.2 -0.2 0.0740
C 7.806 0.650 0.805 -1.4 0.8 -0.5 -0.0478
O 4.506 -1.004 2.694 -0.6 1.2 -0.4 0.0561
H 7.074 -0.588 2.302 -1.0 -0.1 0.2 0.1110
C 0.055 -3.353 4.086 -0.3 -0.5 -0.2 -0.1505
C -4.888 2.603 -6.210 -0.1 0.8 -0.3 -0.1269
C 6.254 1.900 -0.514 -1.1 1.4 0.2 -0.0727
H 8.299 2.033 -0.851 0.4 -0.1 0.3 0.1049
C -1.306 -0.574 2.007 0.2 -0.8 -1.1 -0.0774
C -3.497 -4.020 3.871 0.4 -0.8 -1.5 -0.1290
C -4.029 -4.080 5.110 0.2 0.9 0.6 -0.1469
H -0.930 -3.061 4.420 0.1 0.1 0.2 0.0694
H 5.959 2.574 -1.305 0.4 0.0 -0.3 0.1121
H 2.326 -5.015 2.252 0.1 0.1 0.3 0.0909
N -0.982 1.621 -1.753 -1.0 -1.6 1.6 -0.2984
C -5.401 3.734 -5.585 0.2 -0.4 0.2 -0.1338
C 3.784 2.160 -4.168 0.4 0.0 -1.0 -0.1313
O -4.622 1.921 -1.363 1.2 -2.9 1.6 -0.1090
C 1.743 -4.436 2.952 -4.3 -0.4 0.5 -0.1009
C 0.265 -4.446 3.198 3.9 1.1 -0.3 -0.0660
H 4.197 1.625 -0.136 0.0 0.1 0.4 0.1007
H -1.469 -1.250 2.833 0.4 0.4 0.5 0.0824
H 2.829 3.790 -2.915 0.2 0.0 -0.3 0.1135
C -1.040 0.777 -0.472 -0.2 -1.2 0.6 -0.0969
C -2.275 0.381 0.032 -0.4 0.0 -1.2 -0.0007
H -5.692 4.668 -6.041 0.1 -0.2 -0.7 0.0879
C -4.430 1.538 -5.403 0.4 0.4 -3.2 -0.1384
H -4.771 2.711 -7.278 0.3 -0.7 -0.2 0.0718
H 2.199 2.005 -1.440 -0.1 -0.4 -0.3 0.1055
C 3.124 2.775 -3.137 0.0 -0.1 -0.1 -0.1432
H -5.741 4.704 -3.785 -0.1 -0.3 0.6 0.0995
H -4.145 0.687 -3.547 -0.1 0.3 0.5 0.0987
H -5.424 -2.734 6.016 0.0 -0.3 -0.2 0.1367
H -3.689 -4.706 5.921 -0.2 0.4 0.2 0.1070
H 1.519 -1.879 4.973 -0.1 -0.2 0.0 0.1078
O -0.002 2.344 -1.709 -0.2 0.7 -1.4 0.0336
C 5.193 1.438 0.238 -0.3 -0.3 -0.9 -0.0115
N 4.269 -0.088 1.901 0.1 -0.9 -0.9 -0.3076
N -5.033 -3.135 5.175 -0.3 0.3 -1.0 0.0066
N 2.725 1.802 -2.278 0.7 -1.1 -0.2 -0.0003
H -3.848 0.771 -5.892 -0.1 -0.4 -0.1 0.0910
O 3.173 0.212 1.446 0.7 -0.3 1.1 0.0710
C 1.258 -2.753 4.394 -0.4 -0.5 -0.3 -0.1414
H -3.161 0.579 -0.554 -0.2 0.3 -0.2 0.0875
O -5.493 3.873 -1.538 -0.8 1.5 0.3 -0.1093



73
Properties=species:S:1:pos:R:3:forces:R:3:lowdin_charge:R:1 method="wB97M-V/def2-TZVPD" multiplicity=1 lumo_ev="-6.6 / -6.6" charge=+2 orbital_gap_ev="6.69 / 6.69"
H -4.440 -5.841 1.460 0.0 0.0 0.0 0.1183
C 1.929 2.840 -4.165 0.1 0.2 0.1 -0.1324
C -0.913 -0.045 -2.414 -0.2 -0.3 -0.1 -0.4778
C -1.862 -1.033 -2.412 0.3 0.1 0.0 -0.1116
C -1.327 2.097 1.773 -0.1 0.2 0.0 -0.6962
H 6.420 0.644 0.674 0.0 0.0 0.0 0.1276
C -3.578 -5.190 1.451 0.0 0.0 0.0 -0.0507
C 0.575 -0.226 -2.411 0.2 -0.1 0.3 -0.5030
H -2.485 -6.365 2.874 0.0 0.0 0.0 0.1192
H -1.614 -2.080 -2.514 0.0 0.0 0.0 0.1264
H 1.191 -3.700 -5.566 0.0 0.0 0.0 0.1155
S 1.813 2.121 -1.740 0.1 0.4 -0.1 1.0285
C 3.242 2.388 1.877 0.1 -0.1 -0.1 -0.2033
C -3.177 -0.521 -2.316 -0.1 0.1 0.1 -0.1575
H -0.763 -2.944 3.882 0.0 0.0 0.0 0.1244
N 0.896 2.344 1.836 0.3 -0.1 -0.6 -0.1407
C 5.541 1.158 1.033 0.0 0.0 0.0 -0.0019
C 1.276 1.008 -2.918 -0.1 -0.1 -0.3 -0.4770
H -4.068 -1.130 -2.322 0.0 0.0 0.0 0.1134
C 4.468 2.930 2.236 -0.2 -0.2 -0.1 0.0330
H -4.056 1.486 -2.216 -0.1 0.0 0.0 0.0725
C 2.173 3.321 -2.917 0.0 0.0 -0.1 -0.3366
C -2.459 -3.232 0.617 0.0 0.0 0.1 -0.0115
H -3.596 0.969 1.154 0.0 0.0 0.0 0.0705
C 5.632 2.307 1.801 -0.1 -0.1 0.0 0.0024
H -4.152 3.011 -0.190 0.0 0.0 0.0 0.0637
N -0.242 -2.653 1.380 0.1 0.0 0.0 0.0769
H 1.125 0.990 -5.069 0.0 -0.1 0.0 0.1301
C -4.667 2.803 0.746 0.0 0.0 0.0 -0.0696
C 4.288 0.646 0.738 0.1 -0.1 0.0 -0.1101
S -1.632 1.511 -2.338 0.0 0.1 0.1 1.0763
C 1.924 4.286 2.968 -0.2 -0.1 0.1 0.0068
S 1.789 -1.091 2.114 0.0 0.0 -0.3 0.7030
C 1.311 -3.184 -4.626 0.1 -0.1 0.0 -0.1494
S 2.054 -2.610 -2.254 0.0 0.0 -0.1 1.0629
N -0.325 2.897 2.070 0.0 -0.1 0.0 0.0133
H 0.043 -2.319 0.466 0.1 -0.1 0.0 0.1144
H -4.409 -3.852 -0.005 0.0 0.0 0.0 0.1155
C -1.377 -3.527 1.433 -0.1 0.0 0.0 -0.2296
H -0.490 -4.930 2.812 0.0 0.0 0.0 0.1241
N -2.556 2.564 1.966 0.2 0.0 0.0 0.0170
H -2.437 -2.346 -0.003 0.0 0.0 0.0 0.0915
H -4.345 1.688 2.572 0.0 0.0 0.0 0.1262
C 2.066 -3.661 -3.601 0.0 0.0 -0.1 -0.3827
C -3.560 -4.072 0.627 0.0 0.0 0.0 -0.0471
N 0.045 -2.378 3.659 0.0 0.0 0.0 0.1802
C 0.386 -2.130 2.411 -0.2 0.1 0.1 -0.7464
H 4.169 -0.268 0.166 0.0 0.1 0.0 0.1248
S -1.098 0.427 1.269 0.4 0.0 0.2 0.7077
W 1.186 0.560 0.616 -0.7 -1.0 0.0 1.0422
H 2.409 4.180 3.940 0.0 0.0 0.0 0.1076
H 6.595 2.720 2.063 0.0 0.0 0.0 0.1306
C 1.011 -1.509 -3.065 -0.1 0.1 -0.1 -0.4789
H 2.596 4.267 -2.630 0.0 0.0 0.0 0.0805
N 3.167 1.248 1.140 -0.2 0.4 0.2 -0.1317
H -4.891 3.754 1.229 0.0 0.0 0.0 0.0828
O 1.000 -0.339 -1.006 0.3 0.7 0.8 -0.4734
H 0.039 -1.417 -4.990 0.0 0.1 0.0 0.1284
C -1.368 -4.655 2.244 0.0 -0.1 -0.1 -0.0320
C -3.195 0.841 -2.253 -0.1 0.0 -0.1 -0.3866
H -2.594 3.503 2.341 0.0 0.0 0.0 0.1594
C 1.949 2.989 2.242 0.2 0.1 -0.1 -0.2298
H -5.615 2.315 0.526 0.0 0.0 0.0 0.0862
H 4.517 3.825 2.835 0.0 0.0 0.0 0.1251
C 1.406 1.518 -4.172 -0.1 -0.2 0.3 -0.0740
H 0.906 4.631 3.113 0.0 0.0 0.0 0.0800
C -2.484 -5.480 2.252 0.0 0.0 0.0 -0.0478
C 0.697 -1.944 -4.317 0.0 0.1 0.1 -0.1044
H 2.484 5.031 2.403 0.0 0.0 0.0 0.1068
H 2.128 3.410 -5.059 0.0 0.0 0.0 0.1224
H 0.519 -1.899 4.408 0.0 0.0 0.0 0.1240
H 2.627 -4.579 -3.569 0.0 0.0 0.0 0.0764
C -3.819 1.918 1.643 -0.1 -0.1 0.0 -0.2447



63
Properties=species:S:1:pos:R:3:forces:R:3:nbo_charge:R:1 method="wB97M-V/def2-TZVPD" de_lowest_kj_mol=78.0 multiplicity=1 lumo_ev=-5.4 charge=+1 orbital_gap_ev=5.23
H -2.607 -2.790 3.988 0.2 0.1 0.0 0.2475
H 3.736 -3.008 -0.582 0.0 -0.1 -0.2 0.2409
C 0.507 -1.495 4.566 -0.4 -0.1 0.2 -0.3126
H 0.976 -2.727 -0.886 -0.1 0.1 -0.4 0.4033
H -3.260 0.567 2.465 -0.1 0.3 -0.1 0.2281
C -1.145 1.413 -4.364 0.2 0.1 -0.7 -0.4571
C -1.617 -1.333 2.745 0.0 -0.1 0.3 -0.0829
C 2.468 2.674 -0.532 0.2 -0.5 0.2 -0.1424
C 2.501 -1.713 -1.733 0.5 1.0 -0.4 0.6978
H 1.228 0.591 -5.748 -0.2 0.0 0.0 0.2020
C -1.725 -2.175 3.827 0.1 0.1 0.3 -0.2763
H -1.643 4.420 -0.320 -0.2 -0.1 0.2 0.2298
H 2.333 -0.164 1.402 0.1 0.1 -0.3 0.2176
C -1.614 1.418 1.363 -0.3 0.7 -1.2 -0.0832
H -0.464 -3.465 7.799 0.2 0.1 -0.1 0.2216
C -0.492 0.490 1.516 0.7 0.6 2.0 0.3373
H -4.036 4.335 0.491 0.2 -0.2 0.1 0.2348
H 2.864 -3.833 -1.920 0.2 0.2 0.2 0.2318
C 0.077 -0.269 -2.948 -0.5 1.2 -0.7 -0.1031
C -3.787 2.440 1.502 0.1 0.3 -0.1 -0.2196
H 1.337 -1.577 5.274 -0.4 0.2 -0.3 0.2421
C -0.724 0.830 -3.064 0.7 -0.9 0.4 -0.0751
H 0.934 -3.347 6.679 -0.3 0.1 0.1 0.1889
H 0.645 -1.894 -4.233 0.0 0.3 0.2 0.2122
H -0.695 -1.548 0.171 0.0 0.4 -0.2 0.2142
H 1.895 -0.679 -4.012 -0.4 -0.1 0.1 0.2460
C -1.158 2.550 0.603 -1.1 -0.4 0.4 -0.0307
C 0.002 -2.870 7.013 -0.1 -0.1 -0.2 -0.2639
C 2.888 1.500 0.115 0.0 0.3 0.1 -0.1830
O 2.924 -0.586 -1.965 -0.6 -1.3 0.2 -0.5928
H -1.585 -0.197 -0.809 0.3 -0.4 0.3 0.2275
C 0.608 -0.667 3.456 -0.1 -0.1 -0.2 -0.1024
C -0.917 0.471 -5.565 0.0 -0.1 0.3 -0.3922
H 3.916 1.164 0.002 -0.3 0.1 0.0 0.2381
H 4.252 -2.756 -2.266 -0.1 -0.1 0.2 0.2590
C 0.264 2.371 0.345 1.1 -0.7 -0.1 0.0589
C 2.008 0.743 0.896 -0.1 0.2 -0.2 -0.1435
O -0.985 -2.856 5.959 0.6 0.5 -0.9 -0.4649
H 0.212 -1.856 7.383 -0.1 -0.2 -0.2 0.1931
H -2.206 1.691 -4.314 0.2 0.0 0.1 0.2284
C 0.468 -0.168 -5.515 0.1 0.3 0.1 -0.3929
C -2.018 3.586 0.273 0.5 -0.3 0.1 -0.1940
H -2.430 -1.289 2.020 0.2 -0.1 0.1 0.2194
C 3.387 -2.917 -1.618 0.2 -0.2 0.0 -0.7224
C 0.174 -0.986 -1.681 -0.5 0.3 1.6 0.3604
C -2.923 1.387 1.836 0.1 0.1 -0.1 -0.1510
C 1.148 3.125 -0.411 -0.5 -0.2 0.4 -0.2000
H -1.676 -0.321 -5.561 0.0 0.1 0.1 0.2022
H -1.033 1.026 -6.502 -0.1 -0.1 0.2 0.2208
H 0.559 -0.940 -6.290 0.0 0.2 0.1 0.2205
H 0.790 4.033 -0.896 0.3 -0.2 0.0 0.2256
C -0.686 -0.786 -0.612 0.0 -1.0 -1.6 -0.5371
C -3.342 3.528 0.730 -0.2 -0.6 0.3 -0.1363
C -0.475 -0.520 2.555 -0.1 -0.2 -0.4 -0.2251
H 1.515 -0.081 3.319 -0.3 -0.1 0.1 0.2330
H -0.591 2.347 -4.544 -0.1 0.0 0.1 0.2236
C 0.684 1.155 0.982 0.1 1.1 -0.9 -0.1617
H 3.181 3.226 -1.142 -0.2 -0.1 0.2 0.2336
N 1.146 -2.009 -1.585 0.0 0.7 0.4 -0.6664
H -4.821 2.412 1.853 0.4 0.1 -0.1 0.2355
C -0.702 -2.193 4.806 0.1 0.0 0.5 0.3906
C 0.812 -0.806 -4.156 0.0 -0.7 -0.3 -0.4495
H -1.081 1.329 -2.161 -0.1 -0.2 -0.1 0.1957



85
Properties=species:S:1:pos:R:3:forces:R:3:lowdin_charge:R:1 method="wB97M-V/def2-TZVPD" multiplicity=1 lumo_ev=-1.7 smiles="C[C@@H](F)[C@@](COO)(O[C@@H](N)N=C=O)[C@](Br)(OC#N)OCCCCO.O=C1C=C(O)C(=O)C=C1O.O=C1C=C(O)C(=O)C=C1O.O=C1C=C(O)C(=O)C=C1O" orbital_gap_ev=7.97
N -2.502 4.517 -2.887 1.8 -1.2 1.7 0.1473
C 6.311 -6.456 -2.177 0.0 -0.3 -0.7 -0.3138
C -2.720 1.212 -1.249 0.8 -0.8 1.1 -0.2928
H 0.579 -1.507 -0.871 -0.9 0.9 0.5 0.1230
C 2.282 4.985 -3.580 0.2 0.0 -0.3 0.0838
C -3.409 -0.682 7.485 -0.1 0.2 0.2 0.0785
H -4.307 -0.405 -1.196 0.7 1.2 -0.3 0.1468
H 4.328 -4.662 0.036 0.0 0.0 0.0 0.1196
H 0.685 -2.821 2.959 0.4 0.4 -1.2 0.1182
H -0.097 -3.322 0.370 -0.6 0.9 0.7 0.1154
H 2.063 -3.961 0.972 0.1 1.0 0.2 0.1098
H -3.786 2.922 -3.355 1.0 -0.3 1.2 0.1631
C 3.613 4.822 -1.504 0.7 0.0 0.0 -0.3100
N -2.922 -2.746 -2.137 0.2 -1.0 -0.3 0.1996
O 5.945 5.180 -4.332 -1.0 0.0 -0.1 0.1006
C 2.296 -2.966 1.442 0.2 -0.1 0.0 -0.2561
O 3.603 4.708 -0.292 -0.4 0.0 -0.1 0.1147
H 1.478 4.624 -0.598 -0.1 0.0 0.0 0.1343
O 2.757 -4.462 -2.044 0.0 -0.1 -0.3 0.1025
H -4.280 4.788 -1.506 0.0 -0.6 0.1 0.0898
C -4.117 0.625 -1.636 -1.7 -0.6 0.8 -0.1099
H 1.249 -1.244 2.290 -0.6 -1.0 -0.3 0.1147
O -1.763 -0.636 -2.751 -0.4 -2.2 0.6 -0.0266
O 3.252 -3.242 2.511 -0.3 0.5 -0.5 -0.1087
C 0.970 -2.298 1.992 0.5 -0.4 0.4 -0.1796
H -1.215 -2.361 1.517 0.9 0.1 -0.7 0.1134
O -5.222 -0.560 -3.285 -1.3 -1.8 -0.3 -0.0182
C 2.318 4.842 -2.251 -0.8 -0.1 0.2 -0.1965
C -2.785 0.116 5.232 -0.1 0.6 -0.3 -0.3066
F -1.430 1.681 0.867 -1.1 -0.3 -1.0 -0.0506
H -3.490 -1.439 8.254 0.0 0.0 0.0 0.1379
C -2.243 -1.891 -2.491 0.0 3.6 -0.1 -0.2741
H -4.599 2.863 7.988 0.0 0.1 -0.1 0.1196
C -0.094 -1.130 -0.050 0.6 -2.2 2.1 -0.2296
H -3.377 0.625 2.313 0.1 0.2 -1.5 0.0668
O -0.730 4.728 -1.267 -4.0 0.3 0.6 0.1777
C 3.520 5.123 -4.346 -0.7 0.0 -0.1 -0.3156
C 3.819 -5.059 -2.048 0.0 0.2 0.7 -0.3100
C -3.809 1.711 6.753 -0.2 1.0 -0.3 -0.2270
O 3.531 5.270 -5.555 0.4 0.0 0.1 0.1096
C 4.815 5.075 -3.602 1.0 0.0 0.1 -0.2302
C 5.843 -5.797 -0.920 0.1 0.2 1.0 -0.2252
O -1.434 -0.814 -0.469 0.7 1.9 -1.1 -0.1430
H -2.120 -2.101 5.039 0.0 -0.1 0.1 0.1143
H -4.916 1.287 -1.175 0.9 -0.6 -0.5 0.1320
O -4.399 0.509 -3.035 2.1 2.3 0.0 -0.1723
H -3.211 2.586 0.501 0.6 -1.1 -0.8 0.1484
H 2.851 -2.307 0.707 -1.1 -0.7 0.4 0.1281
H -3.486 -0.517 0.905 0.2 1.1 0.3 0.0852
C -3.891 0.660 7.812 0.1 -0.7 0.3 -0.3136
C -2.753 1.566 0.320 -0.5 -0.3 1.4 -0.2184
C 4.678 -5.145 -0.867 -0.3 0.1 -0.2 0.0796
C -3.252 3.278 -2.417 -1.6 1.7 -2.1 -0.3866
O 1.183 4.710 -1.526 5.6 0.1 -1.0 0.0213
O 7.387 -7.024 -2.188 -0.1 0.1 0.4 0.1134
H 4.116 -2.885 2.244 -0.6 -0.2 0.2 0.0785
O 3.456 -5.671 -4.367 0.1 0.3 0.9 0.1040
O -2.291 -0.159 4.153 0.0 -0.4 0.3 0.0915
O -4.355 0.943 8.901 0.0 0.3 -0.2 0.1144
Br 0.129 1.158 -1.886 -0.3 -0.7 0.0 0.9304
H -4.835 -0.998 -4.074 0.1 0.4 0.7 0.1245
N -4.290 3.764 -1.494 0.4 -0.1 0.1 0.0858
C 5.441 -6.391 -3.352 0.3 -0.1 0.2 0.0776
H -3.222 2.204 4.776 0.0 0.0 0.0 0.1368
H 2.684 -5.149 -4.072 0.0 0.0 -0.1 0.1185
O 6.648 -5.890 0.158 -0.1 -0.2 -1.0 0.1063
C -3.289 1.451 5.550 0.1 -0.2 -0.2 0.0786
C 4.852 4.936 -2.273 -0.2 0.0 0.3 0.0752
H 1.353 5.003 -4.133 0.0 0.0 0.0 0.1367
H -4.678 0.826 1.055 1.2 -0.3 0.2 0.0939
O -2.444 -2.174 5.958 -0.1 0.9 -0.3 0.1056
H 5.650 5.272 -5.258 0.1 0.0 0.1 0.1179
H 7.423 -6.406 -0.139 0.0 0.1 0.1 0.1194
H -5.227 3.445 -1.744 0.5 0.1 0.0 0.0840
C -1.539 4.618 -2.072 -2.1 0.2 -0.7 -0.2722
H 5.783 4.902 -1.724 0.0 0.0 0.0 0.1359
C -3.581 0.563 1.202 -0.8 -0.2 -0.1 -0.0290
C -2.892 -0.943 6.281 0.1 -0.9 0.3 -0.2253
C 4.274 -5.741 -3.297 -0.1 -0.3 -1.0 -0.2280
H 5.783 -6.886 -4.250 0.0 0.0 0.0 0.1373
C -1.544 0.117 -1.509 0.2 0.2 0.6 -0.6138
H 0.393 -0.320 0.573 -0.8 -0.5 -1.2 0.1099
O -2.277 2.394 -1.901 -1.8 -0.4 -0.3 -0.1625
O -4.281 2.934 7.067 0.1 -0.9 0.3 0.1055
C -0.239 -2.371 0.965 1.3 0.6 -0.3 -0.1307